[1]
{"formula": "C23H28Br57FN3", "method": "ωB97M-V/def2-TZVPD", "species": ["N", "C", "N", "C", "C", "C", "F", "N", "H", "H", "H", "H", "H", "H", "H", "H", "H", "C", "Br", "Br", "Br", "H", "C", "Br", "Br", "Br", "H", "C", "Br", "Br", "Br", "H", "C", "Br", "Br", "Br", "H", "C", "Br", "Br", "Br", "H", "C", "Br", "Br", "Br", "H", "C", "Br", "Br", "Br", "H", "C", "Br", "Br", "Br", "H", "C", "Br", "Br", "Br", "H", "C", "Br", "Br", "Br", "H", "C", "Br", "Br", "Br", "H", "C", "Br", "Br", "Br", "H", "C", "Br", "Br", "Br", "H", "C", "Br", "Br", "Br", "H", "C", "Br", "Br", "Br", "H", "C", "Br", "Br", "Br", "H", "C", "Br", "Br", "Br", "H", "C", "Br", "Br", "Br", "H", "C", "Br", "Br", "Br", "H"], "xyz": [[0.719, 2.606, 1.934], [1.661, 1.692, 1.576], [1.405, 0.558, 0.707], [2.532, 0.252, -0.233], [3.645, 1.383, -0.399], [3.766, 2.410, 0.811], [5.103, 2.864, 1.078], [3.075, 1.867, 2.049], [-0.169, 2.334, 2.398], [0.928, 3.592, 1.663], [0.514, 0.725, 0.185], [2.054, 0.114, -1.278], [2.994, -0.780, 0.010], [3.455, 1.974, -1.359], [4.665, 0.847, -0.512], [3.167, 3.366, 0.554], [3.473, 0.916, 2.222], [-0.006, -2.875, 2.196], [0.966, -3.544, 3.736], [0.740, -1.205, 1.516], [-0.134, -4.208, 0.793], [-1.023, -2.665, 2.530], [-1.373, -2.597, 7.423], [0.336, -3.478, 7.686], [-1.571, -1.930, 5.613], [-2.859, -3.731, 7.934], [-1.390, -1.732, 8.085], [-1.235, 1.400, -3.697], [-1.001, 2.441, -2.073], [0.249, 0.187, -4.000], [-2.936, 0.475, -3.720], [-1.244, 2.106, -4.527], [-5.431, -1.861, -6.241], [-5.842, -0.211, -7.172], [-3.551, -2.318, -6.378], [-6.033, -1.817, -4.396], [-5.987, -2.655, -6.738], [-2.048, -5.628, -3.684], [-1.108, -3.931, -3.770], [-3.892, -5.461, -4.260], [-1.112, -7.020, -4.657], [-2.067, -5.929, -2.637], [-3.479, 0.935, 1.958], [-3.746, 2.638, 1.066], [-1.641, 0.319, 1.802], [-4.063, 0.987, 3.806], [-4.104, 0.205, 1.446], [1.377, 7.160, 3.107], [1.611, 8.032, 4.822], [2.831, 5.937, 2.719], [-0.356, 6.292, 2.965], [1.405, 7.940, 2.346], [1.062, 1.906, 6.492], [-0.678, 1.305, 7.098], [2.010, 0.518, 5.521], [0.932, 3.552, 5.475], [1.648, 2.130, 7.382], [-2.460, -3.991, -10.419], [-0.856, -2.957, -10.072], [-3.169, -4.784, -8.797], [-3.801, -2.950, -11.357], [-2.175, -4.811, -11.077], [-4.453, -9.232, -1.930], [-5.460, -8.538, -3.435], [-2.997, -10.373, -2.512], [-3.843, -7.818, -0.749], [-5.135, -9.856, -1.354], [-6.177, -1.276, 8.315], [-5.213, -1.970, 9.849], [-5.425, 0.402, 7.692], [-6.303, -2.583, 6.887], [-7.193, -1.066, 8.645], [-1.141, 10.635, 1.848], [0.704, 10.497, 1.262], [-2.373, 9.939, 0.522], [-1.409, 9.812, 3.583], [-1.360, 11.696, 1.961], [-6.063, 10.828, -0.387], [-5.081, 12.499, -0.309], [-7.889, 11.093, -0.981], [-5.143, 9.499, -1.462], [-6.111, 10.438, 0.629], [-0.424, -10.729, -7.013], [1.457, -10.620, -6.549], [-1.550, -10.822, -5.436], [-0.964, -9.291, -8.197], [-0.560, -11.661, -7.559], [3.814, -7.159, -6.177], [5.463, -6.215, -5.789], [3.072, -7.989, -4.590], [2.519, -6.019, -7.064], [4.061, -7.962, -6.871], [1.834, 10.967, 7.693], [3.559, 10.119, 7.958], [1.653, 11.687, 5.901], [0.369, 9.779, 8.143], [1.784, 11.810, 8.381], [3.512, -5.794, -0.502], [2.255, -5.596, -1.964], [4.927, -7.048, -0.933], [4.217, -4.082, 0.080], [2.960, -6.213, 0.339], [6.869, -10.274, -7.350], [5.138, -10.843, -6.684], [7.793, -11.709, -8.271], [6.729, -8.684, -8.452], [7.473, -10.010, -6.484], [6.764, 12.102, 6.471], [5.794, 12.927, 5.008], [8.220, 10.990, 5.834], [7.370, 13.414, 7.764], [6.064, 11.446, 6.987]], "gap_ev": 6.3516, "total_charge": 1, "e_tot_ev": -4023898.6663, "homo_ha": -0.4128}



[2]
{"formula": "C23H28Cl2N4O2PdSSe3", "method": "ωB97M-V/def2-TZVPD", "species": ["Pd", "C", "Se", "C", "C", "Se", "C", "H", "H", "H", "H", "H", "H", "H", "H", "H", "H", "S", "C", "N", "C", "C", "C", "N", "H", "H", "H", "H", "H", "H", "H", "H", "Se", "C", "N", "Cl", "C", "C", "C", "C", "C", "Cl", "C", "N", "C", "C", "C", "C", "C", "C", "C", "C", "O", "O", "H", "H", "H", "H", "H", "H", "H", "H", "H", "H"], "xyz": [[1.273, 1.004, 0.386], [4.840, 0.382, 0.610], [3.688, 1.907, 0.284], [3.717, 2.653, 2.090], [3.019, 1.805, 3.138], [1.098, 1.811, 2.836], [0.621, 0.265, 3.899], [5.694, 0.719, 1.193], [5.181, 0.033, -0.361], [4.275, -0.400, 1.107], [3.257, 3.637, 1.995], [4.766, 2.794, 2.349], [3.213, 2.198, 4.136], [3.329, 0.761, 3.097], [0.993, -0.631, 3.415], [-0.464, 0.243, 3.943], [1.037, 0.391, 4.895], [0.697, 3.514, -0.373], [-0.988, 3.755, -0.113], [-1.527, 3.749, 1.098], [-2.961, 3.832, 1.381], [-3.762, 3.473, 0.143], [-3.219, 4.237, -1.051], [-1.784, 3.989, -1.158], [-0.898, 3.497, 1.842], [-3.200, 4.841, 1.727], [-3.178, 3.134, 2.189], [-4.811, 3.725, 0.300], [-3.691, 2.401, -0.040], [-3.404, 5.311, -0.953], [-3.684, 3.897, -1.975], [-1.325, 4.006, -2.053], [0.892, -3.555, 1.744], [1.546, -1.947, 1.378], [2.034, -0.893, 1.197], [-0.515, -3.847, -4.085], [-1.133, -4.551, -2.621], [-1.338, -5.922, -2.609], [-1.954, -6.520, -1.526], [-2.391, -5.736, -0.470], [-2.154, -4.376, -0.480], [-2.752, -3.414, 0.831], [-1.470, -3.742, -1.529], [-1.246, -2.369, -1.489], [0.001, -1.755, -1.698], [1.192, -2.468, -1.783], [2.398, -1.818, -2.011], [2.436, -0.445, -2.139], [1.251, 0.287, -2.004], [0.028, -0.359, -1.808], [-1.232, 0.425, -1.625], [-1.722, 0.391, -0.166], [-2.917, 0.194, 0.048], [-0.850, 0.640, 0.743], [-1.035, -6.501, -3.471], [-2.118, -7.589, -1.515], [-2.909, -6.170, 0.374], [-1.864, -1.878, -0.856], [1.180, -3.538, -1.639], [3.308, -2.401, -2.075], [3.368, 0.069, -2.340], [1.243, 1.350, -2.219], [-2.034, 0.039, -2.252], [-1.044, 1.468, -1.885]], "gap_ev": [7.3109, 6.1124], "spin_multiplicity": 3, "e_above_lowest_kcal_mol": 8.9, "s_squared": 2.013, "e_tot_ev": -269761.2761, "homo_ha": [-0.2635, -0.2661]}



[3]
{"formula": "C23H28F2N2O4", "method": "ωB97M-V/def2-TZVPD", "species": ["C", "O", "C", "C", "N", "C", "O", "C", "C", "C", "C", "C", "O", "C", "C", "C", "N", "C", "C", "C", "C", "C", "O", "C", "F", "F", "C", "C", "C", "C", "C", "H", "H", "H", "H", "H", "H", "H", "H", "H", "H", "H", "H", "H", "H", "H", "H", "H", "H", "H", "H", "H", "H", "H", "H", "H", "H", "H", "H"], "xyz": [[-3.635, -2.867, -1.408], [-3.350, -2.684, -0.037], [-4.307, -3.229, 0.838], [-5.637, -2.451, 0.850], [-5.375, -1.034, 0.904], [-5.584, -0.227, -0.168], [-6.285, -0.547, -1.109], [-4.860, 1.075, -0.086], [-5.505, 2.276, -0.336], [-4.779, 3.455, -0.293], [-3.423, 3.433, -0.040], [-2.758, 2.223, 0.177], [-1.421, 2.315, 0.398], [-0.637, 1.135, 0.506], [-0.412, 0.469, -0.855], [0.545, -0.718, -0.683], [1.819, -0.360, -0.096], [2.726, 0.333, -0.995], [4.134, 0.288, -0.463], [4.630, -0.896, 0.070], [5.922, -0.966, 0.553], [6.727, 0.161, 0.500], [8.041, 0.106, 1.024], [8.995, -0.246, 0.165], [9.084, 0.590, -0.904], [8.790, -1.474, -0.384], [6.254, 1.348, -0.031], [4.955, 1.406, -0.506], [1.633, 0.314, 1.174], [0.712, 1.540, 1.098], [-3.492, 1.043, 0.168], [-3.802, -3.927, -1.633], [-4.507, -2.291, -1.728], [-2.756, -2.518, -1.948], [-3.841, -3.174, 1.827], [-4.503, -4.284, 0.597], [-6.208, -2.627, -0.064], [-6.233, -2.769, 1.711], [-4.731, -0.722, 1.614], [-6.562, 2.277, -0.554], [-5.273, 4.398, -0.468], [-2.844, 4.344, -0.016], [-1.121, 0.422, 1.191], [0.014, 1.205, -1.539], [-1.356, 0.125, -1.278], [0.726, -1.196, -1.648], [0.077, -1.456, -0.023], [2.441, 1.380, -1.186], [2.702, -0.195, -1.954], [3.985, -1.759, 0.108], [6.314, -1.883, 0.965], [9.969, -0.256, 0.678], [6.899, 2.213, -0.069], [4.584, 2.332, -0.918], [2.613, 0.606, 1.556], [1.200, -0.414, 1.868], [1.153, 2.314, 0.469], [0.568, 1.961, 2.093], [-3.016, 0.085, 0.315]], "gap_ev": 9.2732, "e_above_lowest_kcal_mol": 36.6, "smiles": "COCCNC(=O)c1cccc(OC2CCN(Cc3ccc(OC(F)F)cc3)CC2)c1", "e_tot_ev": -40910.7881, "homo_ha": -0.3167}



[4]
{"formula": "C23H28F2N3", "method": "ωB97M-V/def2-TZVPD", "species": ["C", "N", "C", "C", "C", "N", "C", "C", "C", "N", "C", "H", "H", "H", "H", "H", "H", "H", "H", "H", "H", "H", "H", "H", "H", "H", "C", "C", "C", "F", "C", "C", "C", "C", "C", "C", "F", "C", "C", "C", "C", "C", "C", "H", "H", "H", "H", "H", "H", "H", "H", "H", "H", "H", "H", "H"], "xyz": [[-0.841, -0.788, -0.187], [-0.548, -2.189, -0.258], [-1.588, -3.161, -0.018], [-1.171, -4.463, -0.679], [0.220, -4.892, -0.259], [1.159, -3.777, -0.285], [2.564, -4.165, -0.263], [3.440, -2.979, 0.040], [3.011, -1.694, -0.632], [1.604, -1.446, -0.465], [0.789, -2.467, -0.344], [0.095, -0.269, -0.451], [-1.636, -0.521, -0.892], [-1.117, -0.500, 0.835], [-1.745, -3.299, 1.071], [-2.506, -2.765, -0.472], [-1.878, -5.254, -0.401], [-1.211, -4.343, -1.774], [0.205, -5.325, 0.761], [0.602, -5.662, -0.948], [2.664, -4.950, 0.498], [2.803, -4.620, -1.241], [3.452, -2.813, 1.119], [4.447, -3.235, -0.276], [3.509, -0.827, -0.172], [3.273, -1.699, -1.708], [-4.436, 1.468, -3.283], [-3.229, 1.974, -2.583], [-3.147, 1.993, -1.189], [-4.236, 1.546, -0.479], [-2.020, 2.388, -0.497], [-0.799, 2.557, -1.230], [0.485, 2.449, -0.640], [0.745, 2.782, 0.735], [0.101, 2.072, 1.779], [0.481, 2.292, 3.086], [-0.172, 1.602, 4.075], [1.463, 3.208, 3.463], [1.868, 3.328, 4.884], [1.968, 4.039, 2.450], [1.655, 3.815, 1.118], [-0.939, 2.776, -2.640], [-2.130, 2.507, -3.284], [-4.365, 1.726, -4.342], [-4.535, 0.377, -3.214], [-5.368, 1.902, -2.909], [-2.043, 2.501, 0.583], [1.344, 2.307, -1.317], [-0.683, 1.358, 1.545], [2.722, 4.003, 4.963], [1.074, 3.741, 5.515], [2.148, 2.360, 5.313], [2.665, 4.834, 2.731], [2.075, 4.450, 0.333], [-0.066, 3.128, -3.197], [-2.221, 2.620, -4.368]], "gap_ev": 4.0263, "total_charge": 1, "e_above_lowest_kcal_mol": 4.8, "e_tot_ev": -34202.6094, "homo_ha": -0.3659}



[5]
{"formula": "C23H28N", "method": "ωB97M-V/def2-TZVPD", "species": ["C", "C", "C", "C", "C", "C", "C", "C", "C", "H", "H", "H", "H", "H", "H", "H", "H", "H", "H", "H", "H", "H", "H", "H", "H", "C", "C", "N", "C", "C", "C", "C", "C", "C", "C", "C", "C", "C", "C", "C", "H", "H", "H", "H", "H", "H", "H", "H", "H", "H", "H", "H"], "xyz": [[1.138, -0.787, 1.760], [0.593, 0.106, 2.895], [-0.396, 1.187, 2.449], [-1.745, 0.657, 1.915], [-1.670, -0.121, 0.616], [-1.495, 0.507, -0.559], [-1.781, -1.622, 0.679], [-0.980, -2.314, 1.810], [0.546, -2.199, 1.696], [1.015, -0.282, 0.792], [2.223, -0.893, 1.909], [0.144, -0.514, 3.683], [1.453, 0.618, 3.352], [-0.594, 1.844, 3.309], [0.074, 1.812, 1.676], [-2.236, 0.054, 2.693], [-2.376, 1.541, 1.736], [-1.420, -0.059, -1.487], [-1.383, 1.590, -0.602], [-2.844, -1.888, 0.826], [-1.484, -2.044, -0.293], [-1.311, -1.940, 2.788], [-1.229, -3.385, 1.786], [0.877, -2.663, 0.755], [0.989, -2.798, 2.506], [-4.581, 2.082, -2.021], [-5.247, 1.593, -0.807], [-5.804, 0.394, -0.720], [-6.490, -0.078, 0.437], [-6.747, 0.575, 1.631], [-7.474, -0.134, 2.609], [-7.918, -1.450, 2.372], [-7.654, -2.094, 1.157], [-6.934, -1.395, 0.186], [-6.517, -1.757, -1.143], [-5.820, -0.656, -1.704], [-5.305, -0.725, -2.991], [-5.500, -1.920, -3.715], [-6.191, -3.009, -3.161], [-6.708, -2.935, -1.864], [-4.248, 3.104, -1.814], [-3.687, 1.497, -2.266], [-5.241, 2.128, -2.898], [-5.374, 2.239, 0.059], [-6.388, 1.595, 1.770], [-7.697, 0.341, 3.563], [-8.478, -1.976, 3.145], [-7.981, -3.109, 0.928], [-4.777, 0.122, -3.419], [-5.109, -2.001, -4.728], [-6.330, -3.921, -3.742], [-7.254, -3.748, -1.384]], "gap_ev": 6.6048, "total_charge": 1, "e_tot_ev": -25788.8326, "homo_ha": -0.4219}



[6]
{"formula": "C23H28N2O3STm", "method": "ωB97M-V/def2-TZVPD", "species": ["Tm", "C", "C", "C", "C", "C", "C", "C", "C", "C", "C", "H", "H", "H", "H", "H", "H", "H", "H", "H", "H", "H", "H", "H", "H", "H", "C", "C", "C", "C", "N", "C", "S", "N", "C", "H", "H", "H", "H", "H", "H", "H", "H", "O", "C", "C", "C", "C", "C", "C", "C", "O", "O", "H", "H", "H", "H", "H"], "xyz": [[0.265, 0.442, 0.019], [-2.085, -0.079, 0.721], [-1.211, -0.923, 1.441], [-0.472, -0.122, 2.342], [-0.835, 1.219, 2.127], [-1.840, 1.245, 1.126], [-2.630, 2.432, 0.668], [-0.319, 2.392, 2.900], [0.402, -0.622, 3.450], [-1.167, -2.422, 1.368], [-3.165, -0.508, -0.219], [-3.584, 2.478, 1.198], [-2.862, 2.398, -0.400], [-2.116, 3.375, 0.855], [-0.756, 2.436, 3.900], [-0.563, 3.340, 2.415], [0.765, 2.366, 3.042], [-0.220, -0.911, 4.302], [1.107, 0.135, 3.795], [1.002, -1.488, 3.167], [-1.933, -2.870, 2.007], [-0.206, -2.817, 1.706], [-1.341, -2.802, 0.359], [-4.139, -0.369, 0.258], [-3.083, -1.565, -0.471], [-3.170, 0.049, -1.154], [2.327, -2.903, -2.859], [2.535, -2.865, -1.382], [2.666, -3.932, -0.548], [2.843, -3.685, 0.824], [2.870, -2.462, 1.359], [2.755, -1.421, 0.530], [2.730, 0.223, 1.063], [2.592, -1.638, -0.805], [3.005, -4.831, 1.774], [2.199, -3.929, -3.194], [3.185, -2.468, -3.375], [1.439, -2.327, -3.127], [2.629, -4.938, -0.940], [2.519, -0.803, -1.386], [2.546, -5.740, 1.389], [2.585, -4.574, 2.744], [4.072, -5.026, 1.914], [0.457, 2.886, -0.419], [-0.258, 3.267, -1.558], [-0.793, 4.531, -1.684], [-1.591, 4.815, -2.783], [-1.882, 3.836, -3.725], [-1.350, 2.568, -3.571], [-0.502, 2.281, -2.509], [0.051, 0.926, -2.246], [1.277, 0.830, -1.933], [-0.751, -0.007, -1.923], [0.698, 3.638, 0.123], [-0.605, 5.284, -0.926], [-2.007, 5.809, -2.891], [-2.517, 4.060, -4.571], [-1.568, 1.783, -4.285]], "gap_ev": [7.4999, 7.5283], "total_charge": 1, "spin_multiplicity": 3, "s_squared": 2.002, "e_tot_ev": -73791.5232, "homo_ha": [-0.3977, -0.3987]}